Record 1
ORCA calculation (ωB97M-V/def2-TZVPD) on 5 unconnected molecules or ions with the total composition C4H16IN8O4 at a distorted geometry.

Computed properties:
* 2S+1: 1
* E: -32626.916 eV
* E_HOMO: -5.456 eV
* charge: -1

Structure (XYZ):
```
33
Properties=species:S:1:pos:R:3:forces:R:3
I 25.2031 -1.3401 0.9840 0.05 0.23 -0.07
C 22.5484 -5.0553 1.2801 0.61 1.00 0.67
O 22.1838 -4.7597 2.4161 -0.03 -0.44 -0.58
N 21.7945 -5.7857 0.3982 0.41 0.18 -0.09
N 23.7354 -4.6249 0.7374 -0.77 -0.80 0.15
H 22.2469 -6.0063 -0.4686 -0.46 -0.34 -0.20
H 20.9511 -6.2242 0.7044 -0.02 -0.08 0.01
H 24.0141 -4.9526 -0.1700 0.32 0.27 -0.19
H 24.3715 -4.0690 1.2772 -0.07 0.19 0.09
C 21.9306 0.5399 -1.5399 -0.77 1.74 -0.81
O 21.1378 1.1433 -2.2886 0.51 -1.11 0.54
N 22.9664 -0.2050 -1.9906 -0.21 0.07 0.20
N 21.8829 0.7158 -0.1945 0.12 -0.19 0.16
H 22.9070 -0.5184 -2.9383 0.29 -0.05 0.00
H 23.6883 -0.4555 -1.3321 0.11 -0.44 -0.20
H 22.4542 0.1562 0.4221 -0.13 0.03 0.09
H 21.0843 1.2231 0.1365 0.08 -0.03 0.17
C 27.0874 2.6306 0.6335 -0.61 1.32 -0.71
O 27.4924 3.7410 0.2809 0.12 -0.76 0.56
N 25.7667 2.3452 0.8865 0.82 -0.38 -0.10
N 27.8309 1.5017 0.7618 0.31 -0.62 0.12
H 25.6783 1.3923 1.2063 -1.13 0.14 0.27
H 25.1143 3.0607 1.1341 0.00 0.08 -0.03
H 27.3113 0.6278 0.7711 0.46 -0.04 0.06
H 28.8040 1.4749 0.5267 -0.05 0.24 -0.21
C 24.9342 -3.7442 -3.0167 -0.71 -0.59 0.90
O 24.8292 -4.7764 -2.3404 0.30 0.66 -0.19
N 24.8682 -3.8205 -4.3712 0.21 -0.22 -0.82
N 25.0292 -2.5008 -2.4968 -0.03 -0.16 0.83
H 24.7960 -3.0367 -4.9887 0.10 0.15 0.07
H 24.9379 -4.7385 -4.7685 -0.11 0.01 0.02
H 25.1543 -1.6884 -3.0656 0.12 0.09 -0.12
H 24.9811 -2.3692 -1.4752 0.16 -0.14 -0.59
```
Forces are in eV/Å.

Here are the natural (NBO) charges for atoms 1 to 8, given in e: number 1, I, carries -0.899; number 2, C, carries 0.771; number 3, O, carries -0.683; number 4, N, carries -0.858; number 5, N, carries -0.856; number 6, H, carries 0.386; number 7, H, carries 0.398; number 8, H, carries 0.403

=====

Record 2
ORCA calculation (ωB97M-V/def2-TZVPD) on 10 unconnected molecules or ions with the total composition C36H68O18S4 at a distorted geometry.

Computed properties:
* 2S+1: 1
* E: -118624.275 eV
* E_HOMO: -9.462 eV
* SMILES: C[C@H]1COC(=O)O1.C[C@H]1COC(=O)O1.O=S1(=O)CCCC1.O=S1(=O)CCCC1.O=S1(=O)CCCC1.O=S1(=O)CCCC1.CC(C)=O.CC(C)=O.CC(C)=O.CC(C)=O
* charge: 0

Structure (XYZ):
```
126
Properties=species:S:1:pos:R:3:forces:R:3
C 0.2040 -1.2031 0.2371 1.59 -0.82 0.66
C -0.5923 0.0573 0.4676 -1.18 -1.64 1.37
C -0.2484 0.8654 1.7169 1.39 -0.05 0.33
O 0.0596 2.2086 1.2442 -0.74 -1.58 -3.11
C 0.0550 2.0992 -0.2229 0.94 2.22 -0.17
O 0.4064 3.0350 -0.9458 -1.42 -3.48 2.39
O -0.3456 0.8311 -0.6314 1.09 4.31 -0.64
H 0.0739 -2.0208 0.9460 -0.62 0.10 0.01
H 1.2671 -0.9849 0.3386 0.35 0.66 0.65
H 0.3418 -1.6084 -0.7654 -1.45 0.10 -0.35
H -1.6673 -0.0622 0.6022 -0.23 -0.74 -0.72
H 0.6409 0.4679 2.2060 0.37 0.07 -0.07
H -1.0135 0.7820 2.4888 -0.29 0.63 -0.49
C 2.2595 3.1079 -5.1150 -0.90 -0.79 -1.95
C 0.8543 3.7098 -5.5415 1.63 -0.31 2.15
C 0.0577 4.0540 -4.2935 0.10 -2.80 1.60
O -0.2315 5.3732 -4.3856 -1.66 1.47 1.98
C 0.3168 5.9295 -5.4031 -1.46 2.15 -3.64
O -0.0043 7.0411 -5.7941 1.81 -1.83 0.65
O 1.0147 4.9838 -6.1240 0.30 1.18 -0.48
H 2.4896 2.3997 -5.9110 0.47 0.03 -0.26
H 2.2702 2.4493 -4.2466 -0.39 0.58 0.40
H 3.0687 3.8381 -5.1154 -0.34 0.16 0.30
H 0.2833 3.0522 -6.1970 0.26 0.10 -0.20
H 0.5730 3.9148 -3.3431 0.53 -0.26 -0.17
H -0.8206 3.4206 -4.1693 -0.38 0.30 -0.31
C -4.4217 -2.4514 -0.0795 -0.03 -1.22 0.56
C -4.7119 -1.7974 1.2257 -1.82 1.35 -0.15
O -4.1253 -0.7629 1.4638 0.42 -0.07 0.72
C -5.8659 -2.2831 2.1077 0.40 0.52 -0.80
H -4.8349 -1.8861 -0.9149 0.38 0.22 0.08
H -4.8636 -3.4477 -0.0954 0.20 -0.11 -0.20
H -3.3349 -2.5111 -0.0216 0.09 -0.09 -0.94
H -6.1959 -3.2767 1.8045 0.52 -0.25 0.90
H -6.7664 -1.6964 1.9258 0.17 0.61 -0.30
H -5.5673 -2.0362 3.1265 -0.24 -0.86 0.15
C -3.4369 0.5711 6.2912 -0.59 -0.04 0.06
C -2.3638 0.4877 5.2589 0.20 2.37 0.40
O -2.0461 -0.5313 4.7495 0.67 -2.26 -1.06
C -1.7296 1.8093 4.8443 0.51 0.14 0.06
H -4.1416 -0.2484 6.1495 0.23 -0.16 0.25
H -4.0168 1.4929 6.2469 0.26 0.15 0.00
H -2.9414 0.5158 7.2606 -0.18 -0.08 0.16
H -1.2416 2.3900 5.6271 -0.85 0.06 0.65
H -2.5542 2.3556 4.3864 0.25 0.47 -0.03
H -0.8696 1.7457 4.1776 -0.48 -0.58 -0.41
C -4.4259 1.3794 -1.2839 0.06 0.34 -0.15
C -4.3735 2.8908 -1.2047 -3.40 1.48 0.66
O -5.3802 3.5120 -0.7311 3.84 -1.74 -1.60
C -3.1105 3.5707 -1.7654 -1.55 -0.05 0.72
H -5.4270 0.9896 -1.0997 0.13 0.21 0.46
H -3.6909 1.0514 -0.5488 -0.11 -0.53 0.08
H -4.1325 1.0011 -2.2632 0.37 0.20 -0.05
H -3.3720 4.6235 -1.8717 0.34 -0.01 -0.09
H -2.8447 3.1052 -2.7145 0.16 0.05 0.13
H -2.3138 3.4485 -1.0317 0.18 0.04 -0.17
C -1.6460 -1.3402 -3.8221 -0.90 0.42 0.13
C -1.5813 0.0824 -4.4138 0.26 1.36 1.95
O -1.6228 1.0824 -3.6904 -0.12 -1.74 -0.65
C -1.4109 0.2667 -5.8663 -0.55 -1.28 -1.36
H -1.6856 -1.2742 -2.7348 0.57 0.04 -0.01
H -0.9638 -2.0956 -4.2121 0.54 0.49 0.06
H -2.6019 -1.8115 -4.0507 -0.42 0.30 -0.39
H -2.2390 0.7708 -6.3646 0.00 0.61 0.50
H -1.4993 -0.7215 -6.3176 0.67 -0.11 -0.32
H -0.4697 0.7534 -6.1222 -0.06 -0.09 0.08
C 5.7309 -1.3599 1.1179 0.47 1.06 -1.38
C 4.5570 -0.7379 1.9077 0.71 -1.50 -0.36
C 4.3064 0.6357 1.4560 0.17 3.17 0.57
S 5.7883 1.3657 0.7019 0.48 -1.36 2.18
O 6.3208 2.4729 1.4740 -0.25 -0.73 -0.36
O 5.4780 1.5637 -0.6722 0.19 -0.08 -1.31
C 6.7662 -0.2265 1.0480 0.13 1.52 0.37
H 5.4658 -1.5598 0.0797 -0.20 -0.57 0.04
H 6.1900 -2.2152 1.6136 -0.32 -0.10 -0.17
H 4.9871 -0.7607 2.9090 -0.89 0.18 0.40
H 3.5913 -1.2316 1.7994 0.34 -0.76 0.46
H 4.1555 1.2619 2.3353 -0.19 0.20 0.01
H 3.4992 0.9029 0.7740 -0.07 -0.71 -0.16
H 7.2164 -0.0939 2.0318 -0.25 0.36 0.26
H 7.6416 -0.1886 0.3997 -0.42 -0.66 -0.56
C 2.2835 4.9621 0.6975 0.28 0.58 0.64
C 2.4169 5.4577 -0.7866 1.59 -2.26 0.48
C 2.6736 6.9003 -0.7908 -1.18 1.97 0.97
S 3.3783 7.4675 0.9263 -2.77 0.50 -2.75
O 2.3767 8.4549 1.4282 1.89 -2.45 0.04
O 4.7263 7.9173 0.7115 0.42 -0.14 0.58
C 3.3554 5.6687 1.5824 -0.79 1.95 -0.47
H 2.3224 3.9083 0.9732 0.41 -0.30 -0.93
H 1.2633 5.1776 1.0151 0.03 0.62 0.25
H 1.5384 5.1992 -1.3777 0.10 -0.08 0.21
H 3.3032 5.0735 -1.2916 -0.08 -1.11 0.20
H 1.6564 7.2634 -0.9371 0.24 1.31 0.58
H 3.2639 7.2720 -1.6284 0.35 -0.02 0.42
H 3.1634 5.8166 2.6451 -0.29 -0.47 -0.03
H 4.3820 5.3313 1.4397 -0.11 -0.07 -0.18
C 2.9280 -4.8850 -0.5203 -0.18 0.03 1.04
C 1.5033 -4.5313 0.0333 0.71 0.68 0.44
C 0.5879 -4.7133 -1.1114 -1.38 -0.90 -0.97
S 1.0745 -6.4117 -1.6767 -0.67 -0.64 0.17
O 0.6843 -6.5967 -3.0816 0.49 -0.04 1.89
O 0.7319 -7.4038 -0.6176 0.06 1.87 -1.93
C 2.8530 -6.1171 -1.4685 -0.62 0.44 -0.32
H 3.5119 -5.0098 0.3916 0.40 -0.63 -0.29
H 3.3761 -4.0047 -0.9811 -0.22 -0.14 -0.45
H 1.4727 -3.5106 0.4144 0.27 0.10 -0.24
H 1.2546 -5.1220 0.9150 -0.01 -0.48 -0.34
H 0.6534 -3.9389 -1.8756 1.07 -0.31 -0.47
H -0.4993 -4.6822 -1.0393 -0.13 -0.61 1.00
H 3.1619 -5.9398 -2.4986 0.37 0.30 0.18
H 3.2859 -7.0622 -1.1405 -0.03 0.25 0.28
C -1.1735 -6.0932 2.5252 0.44 -0.16 -0.19
C -1.3845 -4.6302 2.2336 1.45 1.21 -0.30
C -2.0238 -3.8972 3.4270 0.38 -0.66 -0.53
S -3.2785 -5.1154 3.8505 -0.63 -0.13 1.19
O -4.5170 -4.7780 3.1249 1.48 -0.63 1.12
O -3.2051 -5.2542 5.3196 -0.73 -0.19 -2.13
C -2.4575 -6.5989 3.0271 -1.40 -1.07 0.85
H -0.3964 -6.2862 3.2647 0.23 0.35 -0.08
H -0.9079 -6.5903 1.5922 0.23 -0.13 0.09
H -1.9864 -4.5099 1.3329 -0.12 0.02 -0.01
H -0.3651 -4.3191 2.0051 -0.21 0.95 -0.07
H -2.4681 -2.9136 3.2751 -0.30 -0.23 -0.49
H -1.3508 -3.7377 4.2694 0.03 -0.55 0.05
H -3.0024 -7.0922 2.2222 -0.77 0.85 -0.03
H -2.3536 -7.4191 3.7374 -0.06 0.42 0.53
```
Forces are in eV/Å.

Here are the Mulliken charges for atoms 1 to 8, given in e: number 1, C, carries -1.413; number 2, C, carries 1.355; number 3, C, carries -0.210; number 4, O, carries -0.320; number 5, C, carries 0.392; number 6, O, carries -0.265; number 7, O, carries -0.181; number 8, H, carries 0.207

=====

Number 1: M 367.128 g/mol, Kohn-Sham gap 8.1 eV. Number 2: M 917.190 g/mol, Kohn-Sham gap 9.1 eV.